Record 1
A molecular structure, C33H47FN5O3OsP. Source: OMol25; level of theory: ωB97M-V with the def2-TZVPD basis set.

Summary:
- E_LUMO (spin up / spin down) (eV) = -10.364 / -13.984
- 2S+1 = 5
- ⟨S²⟩ = 6.061
- energy above the lowest of the compared OMol25 structures with the same formula, charge and spin (eV) = 0.527
- energy (eV) = -63007.6304
- net charge = +4
- HOMO energy (spin up / spin down) (eV) = -17.4 / -17.4
- orbital gap (spin up / spin down) (eV) = 7.080 / 3.452

Each line ends with the Mulliken charge.
CARTESIAN COORDINATES (ANGSTROEM)
N1 4.45 -0.37 -0.76  0.08
C1 3.47 0.36 -0.26  0.73
C2 -0.87 -2.35 0.52  -0.02
H1 -2.01 6.42 -1.02  0.48
H2 4.26 -1.93 -2.16  0.34
H3 -2.75 4.10 -1.04  0.55
H4 -2.95 -9.39 -0.38  0.33
C3 -1.52 -3.19 1.51  0.44
C4 -0.96 -4.25 -0.99  0.43
O1 -0.82 1.58 1.03  -0.43
H5 0.85 6.46 1.73  0.40
C5 1.78 3.88 2.40  -1.38
C6 -1.14 -4.10 4.64  -0.94
H6 2.11 5.79 -5.62  0.47
H7 -2.15 -6.08 -2.69  0.38
H8 -2.02 -7.16 1.15  0.47
C7 -0.92 -0.47 2.08  -0.42
H9 -1.57 -1.03 4.07  0.58
N2 -1.70 -2.64 2.75  0.11
C8 -0.78 4.78 -0.43  1.81
H10 -2.83 -2.72 4.54  0.46
H11 5.48 -0.51 -2.51  0.36
H12 -1.01 5.50 1.65  0.31
N3 2.50 1.07 -0.43  -0.57
H13 3.66 -0.36 -2.74  0.31
C9 -1.46 4.76 0.97  -1.41
H14 2.58 6.69 1.80  0.51
H15 0.14 -2.36 -1.41  0.55
C10 4.49 -0.83 -2.16  -0.84
H16 -0.57 -4.72 3.97  0.32
H17 -2.54 5.13 0.97  0.53
C11 2.43 6.15 -3.46  -0.69
C12 -0.89 6.27 -0.96  -1.53
H18 -1.31 -7.73 -0.31  0.33
C13 -3.86 -7.42 -2.23  -0.70
N4 -2.54 -6.13 -0.53  0.26
H19 0.45 2.87 -2.88  0.35
H20 2.64 6.23 -1.30  0.29
C14 -0.49 -2.95 -0.76  -1.39
F1 -0.40 -4.92 -2.08  -0.33
H21 -0.49 -3.34 5.06  0.35
H22 -3.26 -8.20 -2.65  0.35
C15 1.42 4.56 -1.94  0.93
P1 0.95 3.95 -0.20  -0.66
C16 -2.01 -4.47 1.18  -0.19
C17 5.55 -0.78 0.15  -0.83
H23 4.15 4.83 1.44  0.51
H24 0.98 3.53 -5.15  0.45
H25 0.66 3.94 2.68  0.29
C18 -1.69 3.79 -1.19  -1.56
H26 -2.70 -4.98 1.89  0.28
C19 -3.36 -8.44 0.02  -0.75
H27 3.68 5.13 -0.28  0.36
H28 -1.65 2.78 -0.80  0.11
H29 5.27 -0.73 1.22  0.35
H30 -4.61 -7.17 -2.97  0.43
H31 -1.52 3.79 -2.29  0.37
H32 -3.61 -5.25 -2.16  0.40
C20 -1.39 -1.35 3.06  -0.19
O2 -1.36 1.63 3.15  -0.59
C21 3.46 4.49 0.62  -1.22
C22 1.33 4.20 -4.34  -0.54
H33 1.80 6.79 0.38  0.24
N5 -4.45 -7.94 -0.93  -0.24
C23 1.76 6.18 1.29  -1.60
C24 -3.02 -6.18 -1.99  -0.57
H34 3.64 3.47 0.31  0.13
O3 0.52 -0.58 0.04  -0.73
H35 -3.80 -8.54 1.04  0.36
C25 2.22 5.71 -2.15  -0.11
H36 -1.53 -4.74 5.46  0.38
H37 -0.46 7.02 -0.21  0.29
H38 2.38 4.23 3.26  0.50
C26 2.03 4.69 1.10  1.50
C27 -1.82 -4.99 -0.08  -0.71
H39 5.84 -1.77 -0.17  0.32
H40 -3.10 -4.09 3.52  0.41
C28 -0.99 0.98 2.19  0.16
H41 -4.98 -7.16 -0.45  0.40
H42 -0.52 6.53 -1.96  0.32
H43 1.98 2.84 2.19  0.35
H44 -5.19 -8.67 -1.12  0.38
H45 2.93 7.10 -3.65  0.45
C29 -2.25 -7.37 0.12  -0.53
C30 1.91 5.46 -4.59  -0.72
C31 -2.33 -3.46 3.92  -0.89
H46 -1.41 3.78 1.47  0.10
Os1 0.84 1.65 0.02  1.88
C32 -0.45 -1.03 0.80  1.75
H47 6.36 -0.02 0.02  0.35
C33 1.06 3.81 -2.99  -0.37



Record 2
3 unconnected molecules or ions with the total composition C33H47FN5O3PS2. Source: OMol25; level of theory: ωB97M-V with the def2-TZVPD basis set.

Summary:
- E_LUMO (eV) = 0.564
- energy (eV) = -82252.3379
- net charge = 0
- HOMO energy (eV) = -7.3
- orbital gap (eV) = 7.880

Each line ends with the Mulliken charge.
CARTESIAN COORDINATES (ANGSTROEM)
H1 0.07 2.07 -6.44  0.33
C1 5.38 -0.43 4.99  -0.25
C2 3.73 -2.63 2.67  -0.87
N1 -1.80 3.54 -9.42  -0.41
C3 -0.61 -0.92 3.21  1.11
C4 -0.94 -1.07 1.84  1.34
H2 -3.88 2.03 -11.19  0.28
S1 4.79 -2.94 -1.27  -0.31
H3 -2.65 -0.94 -1.21  0.44
P1 -2.44 -0.31 1.10  -0.48
H4 -2.17 1.89 -7.45  0.30
C5 3.69 -2.87 1.29  0.92
H5 6.96 -1.55 2.82  0.45
N2 6.55 0.02 4.82  -0.62
C6 -2.98 1.18 -1.25  -1.44
H6 6.85 -2.04 0.42  0.48
H7 1.31 -4.56 3.74  0.51
H8 4.35 -4.21 -1.35  0.17
C7 -0.09 -1.87 1.07  -0.21
H9 4.92 -4.97 5.51  0.34
C8 1.27 0.19 5.53  0.37
C9 0.56 -1.48 3.75  -0.20
H10 5.90 -2.45 5.09  0.43
H11 -2.96 1.47 2.71  0.61
H12 -0.13 1.40 6.65  0.32
H13 -2.20 1.29 -5.80  0.40
C10 0.96 -1.29 5.19  0.43
C11 -5.51 3.73 -9.67  -0.91
H14 1.44 1.26 7.38  0.43
N3 2.59 -2.87 3.49  1.25
H15 -4.83 3.97 -8.84  0.12
O1 4.38 -5.15 4.73  -0.57
C12 -2.24 -0.06 -0.72  -0.16
H16 -4.55 5.02 -11.10  0.30
H17 -0.55 3.04 -5.11  0.41
H18 3.05 -3.94 5.73  0.31
C13 -2.89 -0.85 4.24  0.11
C14 4.93 -2.15 3.22  -0.14
O2 -3.11 -1.99 4.02  -0.52
C15 0.67 0.70 6.85  -1.39
H19 -2.42 2.06 -0.95  0.34
N4 -0.40 -2.15 -0.32  -0.49
H20 4.58 0.22 5.33  0.29
C16 5.06 -1.87 4.71  -0.25
C17 -2.59 3.34 -10.22  0.31
C18 -2.58 1.43 1.69  -0.72
C19 3.03 -4.78 5.04  -0.65
S2 2.15 -3.40 0.60  -0.52
H21 0.36 -0.10 7.52  0.31
H22 -3.33 1.95 1.10  0.57
H23 -3.17 3.27 -12.22  0.30
H24 -1.18 -0.24 5.17  0.14
H25 -1.20 -0.01 -1.01  0.35
N5 -3.16 3.88 -3.57  -0.45
C20 -3.22 3.17 -6.08  -0.18
H26 -0.68 1.83 0.75  0.29
H27 0.40 -1.88 -0.88  0.30
C21 -4.84 3.97 -11.02  -0.43
H28 -4.19 2.71 -6.28  0.31
H29 -0.66 2.20 2.46  0.29
H30 6.55 1.02 5.06  0.27
H31 2.50 -5.64 5.45  0.42
H32 2.35 0.30 5.53  -0.40
H33 -5.81 2.69 -9.56  0.31
H34 -1.61 0.86 3.89  0.47
H35 2.84 -4.90 2.95  0.47
H36 -6.39 4.35 -9.56  0.35
H37 -3.98 1.30 -0.85  0.34
C22 -1.54 -0.19 4.15  -1.02
C23 6.04 -1.93 2.41  -0.57
C24 -3.61 3.08 -11.24  -0.51
H38 0.91 0.81 4.72  0.25
C25 -1.26 2.25 1.56  -1.18
H39 -4.49 -0.50 5.17  0.38
H40 -0.42 -3.17 -0.42  0.33
C26 1.41 -2.25 2.95  -1.75
C27 4.81 -2.67 0.49  0.47
H41 -1.46 3.29 1.31  0.37
H42 -5.56 3.77 -11.81  0.31
H43 -3.13 4.06 -6.70  0.23
C28 -2.08 2.19 -6.40  -0.53
H44 -2.97 1.20 -2.33  0.33
F1 -0.03 -1.82 6.03  -0.46
C29 2.37 -4.33 3.75  -0.73
C30 1.06 -2.43 1.62  0.33
C31 5.99 -2.20 1.05  -0.87
C32 -3.19 3.58 -4.67  0.12
H45 1.85 -1.86 5.39  -0.01
C33 -0.70 2.79 -6.16  -1.26
O3 -3.85 0.01 4.66  -0.45
H46 -0.56 3.68 -6.77  0.32
H47 4.19 -2.19 5.26  -0.12



Record 3
A molecular structure, C33H47HoN6O12SSi3. Source: OMol25; level of theory: ωB97M-V with the def2-TZVPD basis set.

Summary:
- E_LUMO (spin up / spin down) (eV) = -1.292 / -1.292
- 2S+1 = 5
- ⟨S²⟩ = 6.004
- energy above the lowest of the compared OMol25 structures with the same formula, charge and spin (eV) = 0.000
- energy (eV) = -128766.4245
- net charge = 0
- HOMO energy (spin up / spin down) (eV) = -8.5 / -8.5
- orbital gap (spin up / spin down) (eV) = 7.231 / 7.208

Each line ends with the Mulliken charge.
CARTESIAN COORDINATES (ANGSTROEM)
H1 -2.42 3.27 4.08  0.28
H2 -0.63 -1.28 -6.67  0.35
C1 3.28 -0.07 -2.53  0.08
H3 3.60 0.72 1.96  0.28
S1 -0.93 1.54 -2.57  -0.45
H4 -2.68 -0.62 1.10  -0.11
C2 5.17 0.08 -4.58  -0.44
C3 -4.17 -0.14 -5.51  0.15
C4 0.58 -2.53 -5.38  -0.57
H5 -3.16 0.32 -1.82  0.01
N1 5.28 -2.36 -4.69  1.09
H6 -0.10 0.48 5.17  0.41
C5 -1.28 -2.49 -1.31  0.93
C6 1.87 2.27 3.83  -1.40
C7 -1.34 4.22 -0.35  -1.07
C8 -0.42 4.80 2.43  -1.18
O1 -1.81 -3.19 -2.18  -0.92
H7 0.06 5.75 2.18  0.38
N2 5.07 2.54 -4.51  1.09
C9 -4.46 -2.49 -5.06  -0.23
H8 3.05 -0.55 3.07  0.31
Si1 -2.41 1.61 2.23  0.03
O2 6.12 -2.24 -5.56  -0.63
C10 2.24 -0.13 -1.45  0.86
H9 -3.97 0.87 -5.16  0.43
C11 -0.06 -0.12 -4.96  -0.12
N3 -0.69 -2.79 2.18  -0.10
H10 -0.80 4.95 -0.96  0.36
C12 -1.21 -2.96 0.12  -0.52
H11 0.72 -0.10 -4.19  -0.15
H12 -1.48 5.00 2.60  0.30
O3 5.87 2.55 -5.43  -0.62
H13 -1.73 3.46 -1.02  0.15
O4 4.84 -3.42 -4.29  -0.61
O5 1.97 -1.20 -0.87  -0.80
H14 1.44 -2.44 -4.72  0.01
O6 -3.16 -5.94 1.11  -0.62
C13 3.82 -1.23 -3.06  -0.20
H15 -0.09 0.87 -5.41  0.45
N4 -1.34 -0.38 -4.34  0.45
H16 -2.52 -0.87 2.84  0.27
O7 1.60 0.22 1.80  0.46
C14 -4.18 -1.20 -4.61  0.14
H17 0.83 -0.81 4.39  0.50
H18 -4.04 -0.30 2.17  0.53
H19 -0.87 -0.53 3.95  0.22
H20 -3.40 2.43 0.07  0.23
H21 3.27 2.08 -2.60  0.82
H22 3.24 -0.91 1.34  0.30
C15 -4.03 -0.93 -3.16  0.04
H23 -2.19 4.74 0.10  0.39
H24 -4.93 -3.71 -6.75  0.42
H25 -1.85 -1.20 -4.65  0.21
C16 -2.71 2.23 3.99  -1.03
H26 2.42 2.94 3.18  0.36
H27 2.59 1.65 4.36  0.41
H28 -0.26 -2.36 2.99  -0.02
Si2 0.65 1.18 2.88  0.33
H29 -4.46 -3.30 -4.34  0.51
C17 4.74 -1.14 -4.09  -0.52
Si3 -0.21 3.54 1.02  0.63
C18 -1.83 -4.04 0.79  0.03
H30 0.82 -3.27 -6.14  0.42
O8 -0.79 -1.33 -1.49  1.13
H31 1.07 -0.84 -6.62  0.43
C19 -3.68 2.48 1.13  -1.22
H32 -4.66 2.03 1.24  0.43
H33 -1.71 -4.49 2.96  0.55
H34 5.89 0.14 -5.38  0.65
C20 -2.95 -0.22 2.08  -0.60
C21 -4.44 -0.36 -6.85  -0.72
H35 1.73 4.68 -0.06  0.50
C22 3.69 1.17 -3.01  -0.29
H36 -3.77 2.16 4.26  0.42
Ho1 0.08 0.10 -0.07  -1.41
C23 -4.71 -1.65 -7.29  -0.44
C24 -1.79 0.28 -3.29  -0.28
H37 1.35 2.87 4.58  0.39
C25 2.94 -0.15 2.06  -1.18
H38 -2.14 1.67 4.74  0.31
O9 1.68 0.97 -1.16  0.05
C26 4.63 1.23 -4.02  -0.43
C27 -0.62 1.78 1.65  0.53
C28 0.24 -1.19 -6.01  -0.99
C29 0.07 -0.04 4.22  -1.45
H39 -0.25 -2.92 -4.79  0.10
C30 1.57 3.71 0.40  -0.24
H40 -3.77 3.54 1.39  0.32
C31 -1.46 -3.88 2.11  -0.59
H41 -4.93 -1.83 -8.34  0.41
C32 -2.72 -5.14 0.32  0.42
N5 -3.04 -0.01 -2.77  0.43
C33 -4.71 -2.71 -6.40  -0.75
H42 0.01 4.44 3.36  0.22
O10 -4.79 -1.36 -2.32  -0.61
O11 -2.99 -5.19 -0.97  -0.57
H43 2.30 3.61 1.21  0.20
O12 4.61 3.52 -3.96  -0.61
H44 1.81 2.95 -0.34  -0.43
N6 -0.53 -2.20 0.99  0.34
H45 -4.46 0.47 -7.55  0.43
H46 3.52 -2.20 -2.68  0.77
H47 -2.56 -4.46 -1.50  0.47